Entry from the OMol25 dataset: an isolated molecule of C5H15N2S at a distorted geometry (ωB97M-V with the def2-TZVPD basis set).

ORCA input file:
```
! wB97M-V def2-TZVPD RIJCOSX def2/J DEFGRID3
* xyz 0 2
C -0.38886 -1.71807 -0.15359
N 0.84309 -1.08651 -0.42341
C 0.83749 0.01530 -1.35277
C 0.00834 1.28972 -0.96148
S -0.60162 2.24025 -2.42803
C -0.85246 -1.25625 1.38872
N 0.50305 -1.02937 2.16052
C 0.28733 -0.72434 3.67976
H -1.22588 -1.28376 -0.78074
H -0.36916 -2.90861 -0.25545
H 1.73408 -1.53607 -0.70672
H 1.91902 0.20962 -1.54254
H 0.50115 -0.37948 -2.32807
H -0.98132 1.01269 -0.43134
H 0.72442 1.81733 -0.29111
H -1.79468 2.67926 -1.83421
H -1.23918 -0.23303 1.37285
H -1.53692 -1.96894 1.89828
H 1.04778 -1.86276 2.06946
H 0.96995 -0.26149 1.80537
H 0.47570 -1.69982 4.27446
H 1.16957 -0.14708 4.06037
H -0.54268 -0.10886 3.77424
*
```

Output
energy relative to the best compared isomer or geometry (same formula, charge and spin)	4.063	eV
DFT total energy	-19238.0946	eV
HOMO level (spin up / spin down)	-3.004 / -9.148	eV
Kohn-Sham gap (spin up / spin down)	3.7 / 9.7	eV

Entry from the OMol25 dataset: the ion C5H15N2S with charge +1 at a distorted geometry (ωB97M-V with the def2-TZVPD basis set).

ORCA input file:
```
! wB97M-V def2-TZVPD RIJCOSX def2/J DEFGRID3
* xyz 1 1
C -0.56786 -1.30017 0.26771
N 0.60720 -0.50068 -0.07894
C 0.89263 -0.44890 -1.51714
C 2.21176 0.32740 -1.71898
S 2.56949 0.25656 -3.49430
C -1.75013 -0.31755 0.44352
N -1.31260 0.87077 1.18611
C -1.51098 0.85066 2.64804
H -0.85205 -2.00799 -0.50988
H -0.37159 -1.92182 1.14413
H 1.40632 -0.81922 0.43485
H 1.05962 -1.46558 -1.86979
H 0.06601 -0.03837 -2.09272
H 2.01453 1.34317 -1.37462
H 2.99874 -0.11523 -1.11784
H 3.70917 0.96234 -3.56647
H -1.92786 -0.03326 -0.59290
H -2.65454 -0.77927 0.82728
H -0.29353 0.93496 0.98777
H -1.76126 1.69231 0.80298
H -0.80076 1.52721 3.12478
H -2.50916 1.09399 2.99370
H -1.22315 -0.11136 3.07272
*
```

Output
SMILES string	C[NH2+]CCNCCS
energy relative to the best compared isomer or geometry (same formula, charge and spin)	0.824	eV
DFT total energy	-19236.9888	eV
HOMO level	-11.849	eV
Kohn-Sham gap	8.8	eV

Entry from the OMol25 dataset: a cluster of 2 separate species, C5H15N3 in total at a distorted geometry (ωB97M-V with the def2-TZVPD basis set).

ORCA input file:
```
! wB97M-V def2-TZVPD RIJCOSX def2/J DEFGRID3
* xyz 0 1
C -0.25340 0.06040 2.44453
C 1.16775 1.31809 0.75707
C -1.47485 1.14520 0.51260
C -0.86998 -1.28442 -2.04937
C -0.10664 0.58583 1.03375
N 1.56502 -0.95884 -1.92372
N 0.29164 -1.47989 -0.00653
N 0.38151 -1.45457 -1.38741
H 0.73869 -0.20950 2.88763
H -0.86432 0.64015 3.24661
H -0.70820 -0.99862 2.39621
H 1.40591 1.92952 1.60656
H 0.93796 1.98479 -0.06860
H 1.97176 0.55289 0.42308
H -1.75400 2.04408 1.14795
H -1.48976 1.59990 -0.58151
H -2.28751 0.44664 0.69582
H -1.59275 -1.11639 -1.25305
H -0.93071 -0.24639 -2.51551
H -1.02228 -1.96765 -2.76830
H 1.77224 0.07028 -2.04222
H 1.83848 -1.32629 -2.80627
H 1.28341 -1.33522 0.25069
*
```

Output
energy relative to the best compared isomer or geometry (same formula, charge and spin)	6.091	eV
DFT total energy	-9893.0601	eV
HOMO level (spin up / spin down)	-6.782 / -7.142	eV
Kohn-Sham gap (spin up / spin down)	7.6 / 8.0	eV

Entry from the OMol25 dataset: an isolated molecule of C5H15N3 at a distorted geometry (ωB97M-V with the def2-TZVPD basis set).

ORCA input file:
```
! wB97M-V def2-TZVPD RIJCOSX def2/J DEFGRID3
* xyz 0 1
C 0.69938 -1.24634 -0.08440
N 1.45963 -0.18249 -0.71239
C 2.17077 0.75741 0.11507
N 1.59995 2.09291 0.25158
C -0.74805 -0.88576 0.35799
C -1.55905 -2.15932 0.48629
N -1.36414 0.07668 -0.55579
C -1.87041 1.31110 0.02414
H 0.63766 -2.08314 -0.78804
H 1.26744 -1.56836 0.79077
H 0.86308 0.28108 -1.38556
H 3.18668 0.89484 -0.28780
H 2.43520 0.36981 1.09992
H 1.28417 2.43289 -0.64505
H 0.86261 2.08096 0.94171
H -0.67064 -0.43943 1.33645
H -1.43251 -2.81615 -0.37511
H -1.23998 -2.75276 1.34874
H -2.60366 -1.89078 0.65224
H -2.03843 -0.39534 -1.13824
H -2.95644 1.41409 -0.05102
H -1.40617 2.16143 -0.45028
H -1.62477 1.36729 1.08661
*
```

Output
SMILES string	CN[C@@H](C)CNCN
energy relative to the best compared isomer or geometry (same formula, charge and spin)	1.356	eV
DFT total energy	-9897.7951	eV
HOMO level	-8.209	eV
Kohn-Sham gap	9.2	eV

Entry from the OMol25 dataset: an isolated molecule of C5H15N3 at a distorted geometry (ωB97M-V with the def2-TZVPD basis set).

ORCA input file:
```
! wB97M-V def2-TZVPD RIJCOSX def2/J DEFGRID3
* xyz 0 1
C 0.53230 0.00218 0.64403
C 0.32102 -0.06931 -0.84741
C 2.12674 -0.43903 0.77649
C -2.26194 -0.45343 -1.23921
C -0.31948 -0.93574 1.48598
N -1.12077 0.44391 -1.23965
N -1.41921 1.75078 -0.74203
N 3.07120 0.58126 0.37023
H 0.46522 1.02608 1.02315
H -1.94268 1.71722 0.13557
H -2.00895 2.25958 -1.40541
H 2.86132 1.46443 0.83102
H 3.01843 0.75912 -0.62972
H 0.98010 0.62158 -1.37864
H 0.42545 -1.08700 -1.23612
H 2.33634 -1.37345 0.24814
H 2.28757 -0.64878 1.83793
H -1.99404 -1.42625 -1.66569
H -2.68048 -0.62204 -0.24056
H -3.06580 -0.05441 -1.87386
H -1.33125 -0.54088 1.60341
H -0.37309 -1.93596 1.04622
H 0.09201 -1.03987 2.49612
*
```

Output
SMILES string	C[C@@H](CN)CN(C)N
energy relative to the best compared isomer or geometry (same formula, charge and spin)	2.187	eV
DFT total energy	-9896.9645	eV
HOMO level	-8.060	eV
Kohn-Sham gap	9.1	eV

Entry from the OMol25 dataset: a structure of composition C5H15N3 at a distorted geometry (ωB97M-V with the def2-TZVPD basis set).

ORCA input file:
```
! wB97M-V def2-TZVPD RIJCOSX def2/J DEFGRID3
* xyz 0 1
C 0.27157 1.19751 1.17510
C -1.16366 1.20463 1.00995
C 1.08019 2.30856 0.53817
H 0.62906 0.88048 2.15225
H 0.52942 0.09321 0.33590
H -1.61186 2.13868 0.67360
H 2.15237 2.10948 0.60443
H 0.83288 2.39285 -0.52250
H -1.38488 0.37916 0.11031
H -1.73567 0.75728 1.82197
H 0.89150 3.27628 1.01546
C 0.34038 -0.90269 -0.64892
N 1.02620 -0.31906 -1.77630
N 0.94262 -2.01953 0.04476
N -1.79193 -2.03123 -0.20313
C -1.07005 -0.96008 -0.78127
H 1.91996 -1.85556 0.25213
H 2.01797 -0.19427 -1.62069
H 0.87921 -0.82615 -2.64045
H 0.84584 -2.89285 -0.46491
H -1.33609 -2.37221 0.63482
H -2.76157 -1.81016 -0.02301
H -1.50347 -0.55432 -1.68768
*
```

Output
energy relative to the best compared isomer or geometry (same formula, charge and spin)	3.372	eV
DFT total energy	-9895.7791	eV
HOMO level	-7.034	eV
Kohn-Sham gap	8.0	eV

Entry from the OMol25 dataset: a cluster of 2 separate species, C5H15N3 in total at a distorted geometry (ωB97M-V with the def2-TZVPD basis set).

ORCA input file:
```
! wB97M-V def2-TZVPD RIJCOSX def2/J DEFGRID3
* xyz 2 1
C 1.47357 0.54927 -0.02164
C 2.08373 -1.84890 -0.48197
C -1.62814 1.62714 0.00322
C -1.31292 -0.49313 -1.10221
C -1.51046 -0.42062 1.29404
N 1.74158 1.63087 0.58378
N 2.26908 -0.48308 -0.24619
N -1.25871 0.27724 0.08522
H 3.02434 -2.53211 -0.40182
H 1.71784 -2.06426 -1.50068
H 1.41547 -2.28330 0.24653
H -2.71041 1.80382 -0.39946
H -1.89744 2.08778 1.02577
H -1.17641 2.23597 -0.80636
H -2.39462 -0.58521 -1.27124
H -0.88140 -0.06683 -2.03936
H -1.02669 -1.50679 -1.09124
H -1.37642 0.21074 2.22203
H -2.45985 -0.90787 1.42982
H -0.88782 -1.34618 1.43327
H 2.66084 1.79276 0.99378
H 1.13834 2.39883 0.86588
H 2.99650 -0.07612 -0.82115
*
```

Output
energy relative to the best compared isomer or geometry (same formula, charge and spin)	6.891	eV
DFT total energy	-9876.6681	eV
HOMO level (spin up / spin down)	-18.781 / -18.143	eV
Kohn-Sham gap (spin up / spin down)	8.7 / 7.5	eV

Entry from the OMol25 dataset: a cluster of 3 separate species, C5H15N3O in total at a distorted geometry (ωB97M-V with the def2-TZVPD basis set).

ORCA input file:
```
! wB97M-V def2-TZVPD RIJCOSX def2/J DEFGRID3
* xyz 0 1
C 1.22125 0.90812 -1.04588
C -2.46741 0.14960 -0.10852
C 0.62410 2.19705 -1.48420
N -1.41970 -0.24140 -1.04340
O 1.57545 0.11379 -1.99861
H 1.29831 0.37539 -2.91180
H -1.63661 -1.15871 -1.43023
H -0.52105 -0.34214 -0.51334
H -3.40519 0.26527 -0.65695
H -2.20518 1.11644 0.32650
H -2.62770 -0.56269 0.70697
H 1.05276 3.03730 -0.93907
H 0.66757 2.36648 -2.56723
H -0.43116 2.12645 -1.20642
C 0.24606 -0.14486 2.41954
N 1.85975 -1.60815 0.59591
C 0.64271 -2.01986 1.06473
N -0.11464 -1.44289 1.89755
H 2.23428 -2.07620 -0.20893
H 2.04273 -0.61377 0.61254
H 0.36924 -3.03519 0.78608
H 1.13342 -0.20996 3.05555
H 0.45065 0.58715 1.62891
H -0.58963 0.21277 3.02030
*
```

Output
energy relative to the best compared isomer or geometry (same formula, charge and spin)	3.822	eV
DFT total energy	-11942.9276	eV
HOMO level	-8.384	eV
Kohn-Sham gap	9.1	eV

Entry from the OMol25 dataset: the ion C5H15N4 with charge +1 at a distorted geometry (ωB97M-V with the def2-TZVPD basis set).

ORCA input file:
```
! wB97M-V def2-TZVPD RIJCOSX def2/J DEFGRID3
* xyz 1 1
C -0.99615 1.13396 -2.26118
C 2.08575 0.18725 0.03982
C -0.23505 -2.20726 0.93450
C -0.98100 1.08472 -0.65341
C 0.97702 -0.04814 1.12433
N -2.03546 -0.96202 -0.79483
N 0.58387 1.28591 1.60695
N -0.28566 -0.74426 0.62358
N -1.17506 -0.29656 -0.20200
H -0.28513 2.00836 -2.49131
H -0.50908 0.26414 -2.73990
H -1.90124 1.36004 -2.74714
H 1.78277 1.05438 -0.55053
H 2.95405 0.58621 0.40600
H 2.33689 -0.74962 -0.55284
H -1.17473 -2.41621 1.47300
H -0.14465 -2.87068 0.15682
H 0.51444 -2.39499 1.73799
H -1.77966 1.72734 -0.33802
H 0.02304 1.45482 -0.45435
H 1.28572 -0.67944 1.96951
H -2.30112 -1.86553 -0.54785
H 1.37991 1.85174 1.82560
H -0.11946 1.23582 2.43526
*
```

Output
SMILES string	[H]/N=[N+](/CC)N(C)[C@@H](C)N
energy relative to the best compared isomer or geometry (same formula, charge and spin)	3.546	eV
DFT total energy	-11378.4824	eV
HOMO level	-13.738	eV
Kohn-Sham gap	9.5	eV

Entry from the OMol25 dataset: a cluster of 2 separate species, C5H15NO in total at a distorted geometry (ωB97M-V with the def2-TZVPD basis set).

ORCA input file:
```
! wB97M-V def2-TZVPD RIJCOSX def2/J DEFGRID3
* xyz 0 1
C -1.52664 1.62768 0.08830
C -0.40827 0.57121 -0.05611
N -0.12920 -0.06406 1.23472
C 1.19653 -2.14662 0.63167
C -0.03653 -1.51380 1.23899
C -0.34182 -2.11937 2.61730
H -1.95741 1.42577 1.05150
H -1.17938 2.63432 -0.10585
H -2.31188 1.43640 -0.64041
H 0.52536 1.03160 -0.39072
H -0.66078 -0.13734 -0.85102
H 0.66957 0.35469 1.69084
H 2.16110 -1.79111 1.00376
H 1.26370 -1.95613 -0.44200
H 1.14353 -3.23134 0.76231
H -0.85802 -1.86143 0.61530
H -1.05609 -1.48073 3.14257
H 0.53835 -2.07212 3.25340
H -0.66084 -3.15315 2.52968
H 1.03529 4.77868 -5.33086
H 1.23974 3.76759 -6.49412
O 1.35371 3.89927 -5.54925
*
```

Output
SMILES string	CCNC(C)C.O
energy relative to the best compared isomer or geometry (same formula, charge and spin)	1.055	eV
DFT total energy	-8965.3034	eV
HOMO level	-8.493	eV
Kohn-Sham gap	9.5	eV